1) A cluster of 3 separate species, C9H12O2S in total, computed with ωB97M-V/def2-TZVPD.

```
24
C9H12O2S, DFT ωB97M-V/def2-TZVPD
C 2.2138 -0.8776 -0.8975
C 2.1527 1.2265 0.2992
C 0.9218 -1.1181 -0.5825
C 0.7952 0.9839 0.5640
C 2.8770 0.2807 -0.4777
C 0.2291 -0.1894 0.1252
C -1.2989 -0.7432 2.4520
C -5.2332 0.5877 0.1292
C 4.2533 0.6687 -0.9244
O -6.1076 0.2963 0.7990
O -5.5636 -0.2118 -2.3358
S -1.4884 -0.5008 0.6660
H 2.9877 -1.6367 -1.3187
H 2.5516 2.2385 0.4734
H 0.4910 -2.0760 -1.0030
H 0.0469 1.7717 0.9791
H -1.9623 -0.1389 3.1218
H -1.6256 -1.7349 2.7515
H 4.3335 1.4344 -1.5881
H 4.8793 1.0333 -0.1262
H 4.8792 -0.2148 -1.3043
H -0.2538 -0.7073 2.7668
H -5.0149 -0.4696 -3.0615
H -5.0637 0.0975 -1.5075
```

Output
E_HOMO: -8.6 eV
Charge: 0

List of natural (NBO) charges in e, atom by atom:
1 C -0.1994
2 C -0.2105
3 C -0.2308
4 C -0.2167
5 C -0.0135
6 C -0.1563
7 C -0.7622
8 C 0.5094
9 C -0.6294
10 O -0.4606
11 O -0.9728
12 S 0.1888
13 H 0.2159
14 H 0.2156
15 H 0.2346
16 H 0.2348
17 H 0.2229
18 H 0.2191
19 H 0.2216
20 H 0.2205
21 H 0.2105
22 H 0.2356
23 H 0.4763
24 H 0.4467


2) An isolated molecule of C9H12O2S, computed with ωB97M-V/def2-TZVPD.

```
24
C9H12O2S, DFT ωB97M-V/def2-TZVPD
C -0.1254 1.5771 -0.0175
C 1.2710 -0.5313 0.5147
C -1.3373 1.1234 -0.1950
C 0.9490 0.7935 0.5790
C -0.7090 -1.8395 -0.4306
C 0.5838 -1.6738 -0.1392
C -2.3987 1.8053 -0.8829
C 1.8897 1.6789 1.1937
C 1.5742 -2.8060 -0.4925
O -2.0680 -0.5445 1.6299
O -3.0505 -0.8760 -0.6621
S -1.8722 -0.6509 0.1760
H 0.1210 2.6111 -0.3871
H 2.2567 -0.8237 0.9002
H -1.0536 -2.4531 -1.1891
H -3.2172 2.2326 -0.2492
H -2.8030 0.9378 -1.5558
H -1.8986 2.6640 -1.3635
H 1.2746 2.5720 1.6301
H 2.6298 2.0375 0.5660
H 2.5053 1.3055 2.0275
H 2.4351 -2.3665 -0.9241
H 1.1895 -3.4679 -1.1657
H 1.8537 -3.3053 0.4372
```

Output
SMILES: CC1=CC(C)=CS(=O)(=O)C(C)=C1
E_HOMO: -9.0 eV
Charge: 0

List of natural (NBO) charges in e, atom by atom:
1 C -0.2534
2 C -0.2497
3 C -0.1290
4 C 0.0426
5 C -0.5149
6 C 0.0879
7 C -0.6881
8 C -0.6348
9 C -0.6237
10 O -0.9181
11 O -0.9516
12 S 2.0730
13 H 0.2236
14 H 0.2102
15 H 0.2472
16 H 0.2448
17 H 0.2805
18 H 0.2159
19 H 0.2179
20 H 0.2289
21 H 0.2291
22 H 0.2153
23 H 0.2160
24 H 0.2299


It is 1) that is the most stable of them.


1) An isolated molecule of H3PS2, computed with ωB97M-V/def2-TZVPD.

```
6
H3PS2, DFT ωB97M-V/def2-TZVPD
P 1.2043 -0.2209 -0.1132
S -2.0653 0.6299 -1.0148
S -0.4515 0.5512 0.8437
H 1.5563 -1.0666 0.9415
H 2.0960 0.7800 0.2809
H -2.3399 -0.6737 -0.9381
```

Output
SMILES: PSS
E_HOMO: -9.6 eV
Charge: 0

List of natural (NBO) charges in e, atom by atom:
1 P 0.2283
2 S -0.1400
3 S -0.1765
4 H -0.0181
5 H -0.0216
6 H 0.1279


2) A cluster of 2 separate species, H3PS2 in total, computed with ωB97M-V/def2-TZVPD.

```
6
H3PS2, DFT ωB97M-V/def2-TZVPD
P 2.5476 -0.8555 -0.1677
S -2.1313 1.1735 -0.1282
S 1.8009 0.9246 -0.0489
H -1.0927 0.4814 0.3897
H 1.5072 -1.6768 0.6507
H -2.6317 -0.0471 -0.6956
```

Output
SMILES: P=S.S
E_HOMO: -9.1 eV
Charge: 0

List of natural (NBO) charges in e, atom by atom:
1 P 0.4071
2 S -0.3080
3 S -0.3304
4 H 0.1501
5 H -0.0750
6 H 0.1562


It is 1) that is the most stable of them.


1) A cluster of 2 separate species, C10H21N4O in total, computed with ωB97M-V/def2-TZVPD.

```
36
C10H21N4O, DFT ωB97M-V/def2-TZVPD
C -1.4633 -0.0292 0.5465
C 1.1508 1.0129 -1.0780
C -1.9602 -1.2469 0.2882
C 1.8604 -0.0127 -0.0906
C -3.4180 -1.4959 -0.1388
C -1.0136 -2.4144 0.6252
C 0.5167 0.9709 2.5245
C -1.5178 3.3908 -1.0532
C -0.5065 1.6533 1.6030
C -0.8851 2.1876 -1.6907
N -0.7342 0.9588 0.3888
N -0.1533 1.3441 -0.7962
N 2.5594 -0.8512 -0.7897
N 4.0673 -3.2491 -0.5868
O 1.8432 1.5077 -1.9812
H -4.0527 -1.2940 0.7590
H -3.5661 -0.8620 -0.9513
H -3.6620 -2.5633 -0.3177
H -1.1943 -2.7624 1.6089
H -1.0543 -3.2871 0.0448
H 0.0103 -2.1115 0.5006
H 0.1076 0.1215 3.2170
H 1.3557 0.7888 1.9194
H 0.9066 1.5987 3.2159
H -0.6191 3.9175 -0.6449
H -1.9211 4.1275 -1.7392
H -2.1331 3.0280 -0.2362
H -1.4635 1.7749 2.1560
H -0.0844 2.6353 1.4484
H -1.6127 1.6381 -2.2226
H -0.1856 2.6151 -2.4994
H 2.7885 -0.7442 -1.7825
H 3.0049 -1.7204 -0.3405
H 3.9392 -3.8797 -1.4436
H 4.0504 -3.8884 0.1589
H 5.0401 -2.8591 -0.6222
```

Output
E_HOMO: -11.3 eV
Charge: +1

List of natural (NBO) charges in e, atom by atom:
1 C 0.4342
2 C 0.5738
3 C 0.0748
4 C -0.0189
5 C -0.6407
6 C -0.6384
7 C -0.6405
8 C -0.6204
9 C -0.2523
10 C -0.2391
11 N -0.1334
12 N -0.3028
13 N -0.7121
14 N -1.0945
15 O -0.5807
16 H 0.2587
17 H 0.2391
18 H 0.2561
19 H 0.2505
20 H 0.2491
21 H 0.2428
22 H 0.2151
23 H 0.2640
24 H 0.2308
25 H 0.2142
26 H 0.2539
27 H 0.1954
28 H 0.2321
29 H 0.2419
30 H 0.1935
31 H 0.2728
32 H 0.3865
33 H 0.4523
34 H 0.3836
35 H 0.3737
36 H 0.3852


2) The ion C10H21N4O with charge +1, computed with ωB97M-V/def2-TZVPD.

```
36
C10H21N4O, DFT ωB97M-V/def2-TZVPD
C 1.5835 1.7781 0.1266
C 1.6908 0.4196 0.2349
C -1.1946 0.8279 -0.7457
C -1.1798 0.2227 1.5457
C 4.1521 0.6001 1.0362
C 3.4225 -0.1947 -1.1398
C 2.7972 -1.5094 0.7742
C -5.1582 0.8274 -0.4277
C -2.1711 -1.3052 -0.2330
C -3.5009 -0.7911 -0.8670
N 0.4830 2.5131 -0.1236
N -0.6712 2.0822 -0.4810
N -1.4430 -0.0288 0.1268
N 3.0705 -0.1344 0.2927
O -3.9205 0.2051 -0.0027
H 2.4696 2.4516 0.1665
H -0.4625 0.9851 1.7390
H -2.0155 0.5336 2.1230
H -0.5573 -0.4911 2.0689
H 4.1530 1.6513 0.4774
H 3.7829 0.5766 2.1197
H 5.0244 0.0947 0.9766
H 4.4271 -0.5109 -1.2142
H 2.7353 -0.7850 -1.6960
H 3.4462 0.7807 -1.7081
H 2.4418 -1.4329 1.8633
H 1.9287 -1.9975 0.2192
H 3.7839 -1.9904 0.9580
H -5.2564 1.7112 0.2307
H -6.0944 0.2871 -0.3512
H -5.0450 1.3448 -1.3893
H -2.3870 -1.7696 0.6633
H -1.5417 -1.7392 -0.9412
H -4.2060 -1.7665 -0.7969
H -3.2948 -0.3468 -1.8569
H -1.2781 2.7838 -0.7445
```

Output
E_HOMO: -11.7 eV
Charge: +1

List of natural (NBO) charges in e, atom by atom:
1 C -0.2709
2 C -0.0509
3 C 0.2926
4 C -0.4708
5 C -0.4017
6 C -0.4262
7 C -0.4217
8 C -0.2707
9 C -0.2154
10 C -0.0687
11 N -0.0913
12 N -0.2649
13 N -0.2928
14 N -0.3196
15 O -0.5639
16 H 0.1828
17 H 0.2290
18 H 0.2362
19 H 0.2369
20 H 0.2367
21 H 0.2350
22 H 0.2172
23 H 0.2227
24 H 0.2447
25 H 0.2425
26 H 0.2288
27 H 0.2726
28 H 0.2198
29 H 0.1991
30 H 0.1984
31 H 0.1822
32 H 0.2173
33 H 0.2280
34 H 0.1906
35 H 0.2009
36 H 0.4153


It is 1) that is the most stable of them.


1) An isolated molecule of C4H8OSi, computed with ωB97M-V/def2-TZVPD.

```
14
C4H8OSi, DFT ωB97M-V/def2-TZVPD
C -0.0013 0.4545 -0.1176
C -1.2082 0.3132 0.3250
C 1.9122 -1.0168 -0.2870
C 1.4843 0.4396 -0.2675
O 2.0823 1.2249 0.7532
Si -3.0485 0.2614 0.1861
H 2.9070 -1.3457 -0.6523
H 1.8211 -1.5398 0.7277
H 1.2366 -1.4761 -0.8787
H 1.7848 0.8201 -1.1914
H 1.6368 1.0454 1.6402
H -3.7486 1.5991 0.6441
H -3.6623 -1.0925 0.4186
H -3.1962 0.3127 -1.3003
```

Output
SMILES: C[C@H](O)C#C[SiH3]
E_HOMO: -9.9 eV
Charge: 0

List of natural (NBO) charges in e, atom by atom:
1 C 0.0391
2 C -0.4983
3 C -0.6106
4 C 0.0173
5 O -0.6968
6 Si 0.8125
7 H 0.2224
8 H 0.2096
9 H 0.2127
10 H 0.2083
11 H 0.4796
12 H -0.1150
13 H -0.1258
14 H -0.1548


2) An isolated molecule of C4H8OSi, computed with ωB97M-V/def2-TZVPD.

```
14
C4H8OSi, DFT ωB97M-V/def2-TZVPD
C -0.5067 0.0941 1.1386
C 0.7966 -0.3629 -1.5947
C -1.3529 -0.2206 -0.1524
C -0.5455 -0.4012 -1.4615
O 2.3717 0.5004 1.2881
Si 1.2096 0.4519 0.2074
H -0.5699 -0.7502 1.8238
H -1.7982 -1.1592 0.0642
H -2.0828 0.6544 -0.3499
H -1.1614 -0.9302 -2.2972
H 1.3171 -0.8673 -2.3685
H 2.2443 0.0703 2.0746
H 0.8700 1.9080 -0.0161
H -0.7920 1.0126 1.6436
```

Output
SMILES: O[Si@H]1C=CCC1
E_HOMO: -9.3 eV
Charge: 0

List of natural (NBO) charges in e, atom by atom:
1 C -0.8448
2 C -0.5947
3 C -0.4562
4 C -0.1715
5 O -1.0780
6 Si 1.5675
7 H 0.2148
8 H 0.2216
9 H 0.2224
10 H 0.2036
11 H 0.2288
12 H 0.4998
13 H -0.2478
14 H 0.2344


It is 2) that is the most stable of them.


1) An isolated molecule of C5H12NO, computed with ωB97M-V/def2-TZVPD.

```
19
C5H12NO, DFT ωB97M-V/def2-TZVPD
C -0.5515 0.7156 -0.2754
N 0.8377 1.1102 -0.4051
C 1.0873 1.8444 -1.8440
O 0.1761 2.6810 -2.1697
C -0.7720 -0.8303 -0.3055
C 0.0976 -1.6053 0.6282
C -0.4626 -1.3043 2.0452
H -1.0276 1.0285 0.6515
H -1.1071 1.3100 -1.0688
H 1.1145 1.6523 0.3608
H 2.1617 2.2446 -1.6441
H 1.2395 1.0642 -2.4992
H -0.7480 -1.2685 -1.3517
H -1.8984 -0.9399 -0.1222
H 0.3365 -2.6994 0.4134
H 1.1004 -1.2464 0.6095
H -0.4463 -0.1645 2.3250
H 0.2474 -1.7950 2.6919
H -1.3852 -1.7972 1.9604
```

Output
E_HOMO (alpha / beta): -9.0 / -8.9 eV
Spin multiplicity: 2
Charge: 0

List of natural (NBO) charges in e, atom by atom:
1 C -0.2437
2 N -0.6951
3 C 0.0166
4 O -0.2528
5 C -0.4122
6 C -0.4173
7 C -0.6093
8 H 0.1879
9 H 0.1981
10 H 0.3578
11 H 0.2188
12 H 0.2261
13 H 0.1987
14 H 0.1934
15 H 0.2089
16 H 0.2128
17 H 0.2008
18 H 0.2048
19 H 0.2053


2) An isolated molecule of C5H12NO, computed with ωB97M-V/def2-TZVPD.

```
19
C5H12NO, DFT ωB97M-V/def2-TZVPD
C -0.0511 -1.4863 -0.2087
N -0.6779 -0.2435 -0.6632
C -1.2593 0.6721 0.4250
C -0.1258 1.2567 1.2511
C 0.8183 2.3406 0.4556
O 2.1149 2.2422 0.9351
C 0.3811 -2.3498 -1.3316
H -0.7940 -2.0237 0.2770
H 0.7744 -1.3707 0.4539
H -0.0387 0.2332 -1.4189
H -1.9501 -0.1001 0.9606
H -1.9033 1.3624 -0.0984
H 0.4488 0.4324 1.7240
H -0.4987 1.6435 2.2152
H 0.3430 3.3622 0.5177
H 0.8175 1.9352 -0.6239
H 1.3327 -2.0714 -1.7315
H -0.3824 -2.4271 -2.1926
H 0.6506 -3.4082 -0.9465
```

Output
E_HOMO (alpha / beta): -8.8 / -8.8 eV
Spin multiplicity: 2
Charge: 0

List of natural (NBO) charges in e, atom by atom:
1 C -0.2360
2 N -0.6456
3 C -0.2262
4 C -0.4331
5 C -0.1268
6 O -0.2812
7 C -0.6070
8 H 0.1816
9 H 0.1650
10 H 0.3507
11 H 0.2110
12 H 0.2061
13 H 0.2240
14 H 0.2161
15 H 0.1674
16 H 0.2036
17 H 0.2016
18 H 0.2163
19 H 0.2123


3) A cluster of 2 separate species, C5H12NO in total, computed with ωB97M-V/def2-TZVPD.

```
19
C5H12NO, DFT ωB97M-V/def2-TZVPD
C -2.2606 -0.6247 -0.8711
C -2.0412 -1.1303 0.5396
C -2.3297 -2.3998 0.8234
H -1.3320 -0.2142 -1.2621
H -2.5509 -1.4730 -1.4910
H -3.0249 0.1494 -0.9496
H -1.4470 -0.5174 1.1981
H -2.0601 -2.8623 1.7637
H -2.7342 -3.0393 0.0493
C 3.0059 0.5676 0.0298
N 2.3038 1.8065 0.3643
C 0.9467 1.8075 -0.2252
O 0.1387 0.7915 0.1669
H 2.4751 -0.3239 0.3825
H 4.0131 0.5742 0.4386
H 3.0881 0.4908 -1.0570
H 2.1588 1.8628 1.3661
H 1.1366 1.7542 -1.3080
H 0.5136 2.7805 0.0416
```

Output
E_HOMO (alpha / beta): -9.4 / -9.3 eV
Spin multiplicity: 2
Charge: 0

List of natural (NBO) charges in e, atom by atom:
1 C -0.6411
2 C -0.1632
3 C -0.4121
4 H 0.2189
5 H 0.2013
6 H 0.2115
7 H 0.2074
8 H 0.1940
9 H 0.1832
10 C -0.4299
11 N -0.6268
12 C -0.0089
13 O -0.2803
14 H 0.1855
15 H 0.2053
16 H 0.1891
17 H 0.3501
18 H 0.2108
19 H 0.2053


4) A cluster of 2 separate species, C5H12NO in total, computed with ωB97M-V/def2-TZVPD.

```
19
C5H12NO, DFT ωB97M-V/def2-TZVPD
C 0.9342 -0.9725 0.9528
N 0.6203 0.4517 0.9476
C -0.7368 0.8167 0.7666
C -1.2151 0.6822 -0.6537
C -1.9953 -0.5224 -1.0344
O -2.4446 -0.7819 -2.1358
C 1.9493 -1.4039 -0.1351
H 1.4942 -1.0831 1.9072
H 0.0742 -1.6580 0.9379
H 0.6790 2.9311 -0.0921
H -1.4776 0.3617 1.4645
H -0.8369 1.8833 0.9912
H -1.4060 1.6093 -1.1917
H -0.5720 -0.0940 -1.2406
H -1.9118 -1.3173 -0.2442
H 0.4213 3.6207 -0.0716
H 2.8403 -0.7967 0.0017
H 2.2186 -2.4656 -0.1155
H 1.3646 -1.2612 -1.0548
```

Output
E_HOMO (alpha / beta): -9.5 / -9.7 eV
Spin multiplicity: 2
Charge: 0

List of natural (NBO) charges in e, atom by atom:
1 C -0.3009
2 N -0.2180
3 C -0.3159
4 C -0.4682
5 C 0.3794
6 O -0.5604
7 C -0.6000
8 H 0.2216
9 H 0.1700
10 H 0.0046
11 H 0.1970
12 H 0.2172
13 H 0.2554
14 H 0.2793
15 H 0.1072
16 H -0.0073
17 H 0.2219
18 H 0.2185
19 H 0.1986


It is 3) that is the most stable of them.


1) The ion C4H4NO3S with charge -1, computed with ωB97M-V/def2-TZVPD.

```
13
C4H4NO3S, DFT ωB97M-V/def2-TZVPD
C -0.3386 -1.0595 0.6243
C 0.5994 -1.1320 1.5533
C -0.1066 0.2366 -1.6999
C -0.2107 0.5105 -0.1314
N 0.9913 0.8961 0.4806
O -1.1689 0.3654 -2.2318
O 1.0766 0.0864 -1.9651
O 1.3770 -0.0001 1.5539
S -1.7186 1.3724 0.2493
H -1.1073 -1.7600 0.6268
H 0.9070 -1.9298 2.1332
H 1.8512 1.0206 -0.1522
H -2.1520 1.3933 -1.0410
```

Output
SMILES: O=C([O-])[C@@]1(S)C=CON1
E_HOMO: -4.1 eV
Charge: -1

List of natural (NBO) charges in e, atom by atom:
1 C -0.2785
2 C 0.0544
3 C 0.7835
4 C -0.1646
5 N -0.3690
6 O -0.7316
7 O -0.7528
8 O -0.3951
9 S -0.1244
10 H 0.1970
11 H 0.1884
12 H 0.4017
13 H 0.1910


2) A cluster of 2 separate species, C4H4NO3S in total, computed with ωB97M-V/def2-TZVPD.

```
13
C4H4NO3S, DFT ωB97M-V/def2-TZVPD
C 0.5465 -0.9835 -1.9574
C 0.9395 0.1163 0.7982
C 0.1101 0.6230 -0.0400
C -0.1918 0.0444 -1.3330
N 1.2072 -1.7006 -2.6173
O -1.8926 1.7906 -2.2660
O 0.4952 2.0543 -2.6846
O -0.8651 0.3859 -3.8978
S -0.6675 1.1884 -2.7028
H 1.2484 0.7809 1.5513
H 1.4262 -0.9648 0.6734
H -0.2966 1.5958 0.3121
H -2.0587 -1.0465 -0.5500
```

Output
E_HOMO (alpha / beta): -5.5 / -5.2 eV
Charge: -1

List of natural (NBO) charges in e, atom by atom:
1 C 0.2280
2 C -0.3660
3 C -0.2394
4 C -0.3423
5 N -0.3187
6 O -1.0149
7 O -0.9929
8 O -0.9933
9 S 2.4131
10 H 0.1896
11 H 0.1937
12 H 0.2360
13 H 0.0073


It is 1) that is the most stable of them.